Formula: C20H40FMgO14
Source: the OMol25 dataset
Level of theory: ωB97M-V/def2-TZVPD

The energy above the lowest of the compared OMol25 structures with the same formula, charge and spin is 0.0 kcal/mol. The value obtained for the HOMO energy is -11.730 eV.

Structure (ORCA input):
```
! wB97M-V def2-TZVPD RIJCOSX def2/J DEFGRID3
* xyz 1 1
Mg 2.366 -0.169 -0.499
F 0.481 -0.085 -0.158
C -3.064 1.987 -1.533
C -3.352 3.451 -1.848
C -3.191 4.093 -0.470
O -2.092 3.392 0.095
C -2.070 2.043 -0.373
H -2.673 1.416 -2.376
H -3.984 1.497 -1.204
H -4.339 3.516 -2.310
H -2.634 3.789 -2.596
H -4.046 3.976 0.204
H -3.004 5.158 -0.608
H -2.379 1.328 0.392
H -1.064 1.842 -0.745
C -2.187 -3.603 -0.506
C -3.409 -2.677 -0.571
C -3.103 -1.743 -1.756
O -2.127 -2.464 -2.509
C -1.251 -3.138 -1.619
H -2.526 -4.622 -0.702
H -1.757 -3.619 0.497
H -3.437 -2.134 0.375
H -4.319 -3.208 -0.831
H -2.760 -0.737 -1.515
H -3.970 -1.693 -2.413
H -0.451 -2.479 -1.254
H -0.666 -3.947 -2.061
C -1.706 -4.325 3.924
O -1.388 -3.225 4.787
C -1.205 -2.032 4.232
O -0.911 -1.058 4.844
O -1.436 -2.043 2.919
C -1.189 -0.866 2.142
H -2.523 -4.012 3.271
H -2.036 -5.172 4.512
H -0.871 -4.549 3.262
H -1.972 -0.120 2.243
H -1.093 -1.311 1.156
H -0.215 -0.434 2.369
C 1.821 -2.906 1.930
O 2.374 -2.074 2.937
C 2.808 -0.883 2.626
O 2.905 -0.437 1.496
O 3.135 -0.270 3.708
C 3.748 1.019 3.706
H 2.575 -3.218 1.202
H 0.987 -2.431 1.414
H 1.487 -3.807 2.436
H 2.973 1.775 3.610
H 4.562 1.076 2.988
H 4.157 1.180 4.702
C 3.370 3.762 -1.660
O 2.557 4.000 -0.515
C 2.246 2.958 0.225
O 2.598 1.808 0.012
O 1.468 3.358 1.191
C 0.655 2.384 1.860
H 3.893 4.679 -1.909
H 2.729 3.446 -2.487
H 4.099 2.964 -1.522
H 0.931 1.362 1.628
H -0.362 2.579 1.519
H 0.621 2.546 2.936
C -0.207 -0.282 -3.843
O 1.024 0.259 -4.341
C 2.077 0.376 -3.623
O 2.161 0.306 -2.407
O 3.096 0.654 -4.413
C 4.406 0.733 -3.879
H -0.057 -1.121 -3.163
H -0.768 -0.622 -4.704
H -0.755 0.465 -3.271
H 4.362 1.208 -2.893
H 5.021 1.382 -4.494
H 4.855 -0.253 -3.769
*
```


Formula: CH2O4S2
Source: the OMol25 dataset
Level of theory: ωB97M-V/def2-TZVPD

The energy above the lowest of the compared OMol25 structures with the same formula, charge and spin is 114.5 kcal/mol. The value obtained for the HOMO energy (spin up / spin down) is 0.925 / 0.738 eV.

Structure (ORCA input):
```
! wB97M-V def2-TZVPD RIJCOSX def2/J DEFGRID3
* xyz -2 1
C 0.184 0.065 1.038
O 2.597 1.128 0.734
O -2.178 -1.133 0.364
O 1.322 0.786 -1.356
O -0.109 -1.932 -0.594
S 1.569 0.290 0.032
S -0.840 -0.761 -0.087
H -1.437 1.555 1.150
H -1.109 0.003 -1.280
*
```


Formula: C23H49N4OsP3S
Source: the OMol25 dataset
Level of theory: ωB97M-V/def2-TZVPD

The energy above the lowest of the compared OMol25 structures with the same formula, charge and spin is 57.2 kcal/mol. The value obtained for the HOMO energy (spin up / spin down) is -19.653 / -19.690 eV.

Structure (ORCA input):
```
! wB97M-V def2-TZVPD RIJCOSX def2/J DEFGRID3
* xyz 4 5
Os -0.252 0.772 0.333
P -2.086 2.071 -0.017
P -2.173 -1.375 1.177
P 1.359 1.639 -0.951
H -1.182 -3.969 -1.295
C -0.276 -3.461 -1.640
C 0.749 -3.275 -0.786
H 0.702 -3.573 0.266
C -3.051 1.875 -1.557
C -3.292 2.059 1.388
C -1.328 3.723 0.095
C -1.823 -3.168 1.568
C -3.182 -1.114 2.742
C -3.534 -1.608 -0.046
C 2.688 0.605 -1.631
C 2.349 2.968 -0.096
C 0.834 2.477 -2.499
H -0.238 -3.029 -2.647
H 1.617 -2.668 -1.024
H -3.854 2.622 -1.721
H -3.530 0.875 -1.578
H -2.389 1.930 -2.440
H -3.863 3.002 1.452
H -2.692 1.943 2.298
H -3.990 1.213 1.301
H -2.045 4.536 0.199
H -0.694 3.935 -0.769
H -0.691 3.737 0.984
H -2.778 -3.722 1.527
H -1.407 -3.269 2.587
H -1.129 -3.574 0.815
H -4.206 -1.489 2.598
H -3.251 -0.064 3.050
H -2.761 -1.692 3.577
H -4.091 -2.518 0.225
H -3.074 -1.731 -1.038
H -4.209 -0.740 -0.039
H 3.062 1.070 -2.534
H 2.369 -0.395 -1.905
H 3.525 0.544 -0.950
H 2.880 3.511 -0.895
H 3.079 2.477 0.575
H 1.659 3.640 0.440
H 1.428 2.069 -3.341
H 1.049 3.557 -2.427
H -0.221 2.292 -2.754
C -0.010 -0.897 -4.901
C -0.146 -0.433 -6.241
C 0.482 -1.127 -7.285
C 1.326 -2.232 -6.959
C 1.626 -2.580 -5.626
C 0.973 -1.888 -4.613
S -0.934 -0.309 -3.628
H 0.990 -0.255 0.507
H -0.757 0.441 -6.411
H 0.334 -0.846 -8.354
H 1.787 -2.813 -7.770
H 2.331 -3.385 -5.365
H 1.179 -2.085 -3.569
C 0.805 1.499 2.819
N 0.784 0.135 2.281
C 0.222 -0.833 3.270
N 0.964 -0.760 4.549
C 0.901 0.641 4.999
N 1.568 1.610 4.089
C 2.941 1.148 3.751
N 3.016 -0.234 3.274
C 2.239 -0.320 2.043
C 2.375 -1.129 4.259
H -0.226 1.835 2.985
H 1.288 2.161 2.082
H 0.340 -1.857 2.905
H -0.829 -0.638 3.511
H 1.398 0.727 5.956
H -0.152 0.940 5.120
H 3.344 1.825 2.989
H 3.534 1.233 4.652
H 2.202 -1.367 1.726
H 2.700 0.327 1.279
H 2.953 -1.087 5.182
H 2.396 -2.154 3.875
*
```


Formula: C19H51NO6
Source: the OMol25 dataset
Level of theory: ωB97M-V/def2-TZVPD

The energy above the lowest of the compared OMol25 structures with the same formula, charge and spin is 0.0 kcal/mol. The value obtained for the HOMO energy is -9.468 eV. As for the structure (SMILES): COC[C@H](C)N.CC(C)O.CC(C)O.CC(C)O.CC(C)O.CC(C)O.

Structure (ORCA input):
```
! wB97M-V def2-TZVPD RIJCOSX def2/J DEFGRID3
* xyz 0 1
C 3.241 0.074 2.906
O 2.454 -0.431 3.973
C 1.307 0.434 4.329
C 0.251 -0.418 4.955
C -0.195 -1.531 4.021
N -0.935 0.295 5.358
H 2.670 0.166 2.003
H 4.021 -0.633 2.738
H 3.657 1.047 3.159
H 1.616 1.255 5.041
H 0.867 0.833 3.370
H 0.684 -0.925 5.822
H -1.131 -1.980 4.465
H 0.492 -2.370 3.981
H -0.314 -1.216 2.987
H -1.367 0.720 4.547
H -0.769 1.064 5.961
C 2.556 2.054 -0.717
C 2.283 3.179 0.213
C 1.938 4.454 -0.573
O 1.240 2.917 1.088
H 1.776 1.972 -1.500
H 2.726 1.091 -0.204
H 3.581 2.196 -1.147
H 3.161 3.324 0.876
H 2.610 4.570 -1.375
H 2.070 5.363 0.021
H 0.864 4.411 -0.808
H 0.773 2.208 0.619
C -1.400 0.852 -5.348
C -0.659 0.113 -4.243
C 0.827 0.216 -4.447
O -1.003 0.745 -3.016
H -2.470 0.599 -5.334
H -1.033 0.409 -6.266
H -1.206 1.937 -5.479
H -0.908 -0.911 -4.154
H 1.450 0.115 -3.592
H 1.051 1.183 -4.840
H 1.180 -0.486 -5.203
H -0.803 0.091 -2.328
C -2.083 -3.935 -1.289
C -2.585 -2.593 -0.697
C -3.740 -2.045 -1.543
O -3.043 -2.721 0.691
H -2.829 -4.698 -1.097
H -1.108 -4.190 -1.026
H -2.116 -3.863 -2.370
H -1.749 -1.881 -0.740
H -4.311 -1.156 -1.142
H -4.480 -2.811 -1.785
H -3.399 -1.784 -2.553
H -2.270 -3.048 1.195
C 1.488 -2.714 0.520
C 1.612 -1.701 -0.651
C 2.145 -2.450 -1.879
O 0.347 -1.140 -1.080
H 2.534 -3.055 0.758
H 0.913 -3.604 0.300
H 1.010 -2.252 1.408
H 2.339 -0.889 -0.358
H 1.395 -3.023 -2.367
H 3.046 -3.078 -1.734
H 2.466 -1.683 -2.657
H 0.282 -0.262 -0.637
C -1.761 2.997 1.096
C -1.547 1.549 0.931
C -2.761 0.700 0.711
O -0.574 1.364 -0.131
H -0.843 3.590 1.082
H -2.284 3.235 1.984
H -2.373 3.417 0.321
H -0.952 1.191 1.804
H -3.244 1.106 -0.255
H -3.329 0.876 1.621
H -2.497 -0.351 0.589
H -0.853 1.918 -0.874
*
```


Formula: C9H27F3N3O6
Source: the OMol25 dataset
Level of theory: ωB97M-V/def2-TZVPD

The energy above the lowest of the compared OMol25 structures with the same formula, charge and spin is 0.0 kcal/mol. The value obtained for the HOMO energy is -10.926 eV.

Structure (ORCA input):
```
! wB97M-V def2-TZVPD RIJCOSX def2/J DEFGRID3
* xyz 1 1
N 12.363 11.477 13.634
H 13.264 11.039 13.351
H 12.143 11.144 14.568
H 11.690 11.124 12.947
H 12.373 12.508 13.456
N 15.908 9.237 11.425
H 15.746 9.716 12.357
H 15.309 8.424 11.274
H 16.904 9.023 11.399
H 15.584 9.881 10.704
N 15.174 13.225 11.688
H 15.834 13.990 11.819
H 15.252 12.819 10.761
H 14.220 13.660 11.672
H 15.181 12.503 12.449
C 15.604 10.851 14.723
O 15.222 10.994 13.379
H 15.690 11.738 15.362
H 14.898 10.219 15.284
H 16.553 10.304 14.786
C 12.101 14.674 11.857
O 12.400 14.140 13.168
O 12.436 13.701 11.005
C 10.680 15.324 11.803
F 9.689 14.512 12.233
F 10.673 16.426 12.590
F 10.343 15.721 10.567
C 12.644 15.077 14.223
C 13.207 14.333 15.409
H 14.199 13.953 15.138
H 13.370 15.003 16.254
H 12.621 13.497 15.792
H 11.832 15.725 14.561
H 13.389 15.806 13.882
H 12.709 15.580 11.669
C 18.695 12.501 13.227
C 18.691 13.097 14.613
C 19.964 12.637 15.361
O 20.495 13.794 15.946
C 19.845 14.903 15.457
O 20.104 16.015 15.722
O 18.892 14.489 14.582
H 19.466 12.673 12.480
H 17.773 12.771 12.688
H 18.491 11.423 13.249
H 17.811 12.870 15.217
H 20.691 12.297 14.614
H 19.772 11.839 16.077
*
```


Formula: CH4P2S
Source: the OMol25 dataset
Level of theory: ωB97M-V/def2-TZVPD

The energy above the lowest of the compared OMol25 structures with the same formula, charge and spin is 50.1 kcal/mol. The value obtained for the HOMO energy is -8.773 eV. As for the structure (SMILES): [PH2]#P1CS1.

Structure (ORCA input):
```
! wB97M-V def2-TZVPD RIJCOSX def2/J DEFGRID3
* xyz 0 1
P 1.495 -0.137 0.644
P 0.189 -0.665 -0.985
C -1.439 0.525 -0.001
S -1.539 -1.207 0.179
H 2.271 -1.229 0.495
H 2.550 0.493 -0.240
H -1.990 0.871 -0.951
H -1.537 1.348 0.859
*
```